Record 1
{"formula": "C6H9O2S", "method": "ωB97M-V/def2-TZVPD", "symbols": ["C", "C", "C", "C", "C", "C", "O", "O", "S", "H", "H", "H", "H", "H", "H", "H", "H", "H"], "positions_angstrom": [[-0.539, 2.538, 0.513], [-0.263, 1.361, 0.390], [-0.226, -1.084, 2.179], [-0.775, 0.191, -2.153], [-0.280, -1.172, 0.656], [0.256, 0.086, 0.125], [2.157, -1.145, -1.195], [1.999, 1.326, -1.486], [2.025, 0.187, -0.499], [-0.344, 3.532, 0.139], [0.616, -0.559, 2.415], [-0.329, -2.062, 2.518], [-1.077, -0.365, 2.492], [-1.023, 1.168, -1.990], [-1.473, -0.617, -2.356], [0.232, 0.032, -2.573], [-1.243, -1.381, 0.369], [0.287, -2.037, 0.458]], "s2": 2.021, "spin_multiplicity": 3, "homo_lumo_gap_ev": [6.469, 6.215], "total_charge": -1, "de_lowest_ev": 2.877}



Record 2
{"formula": "C22H36O2P2Pt", "method": "ωB97M-V/def2-TZVPD", "symbols": ["P", "P", "C", "C", "H", "H", "H", "H", "C", "H", "H", "H", "C", "H", "H", "H", "C", "H", "H", "H", "C", "H", "H", "H", "Pt", "C", "C", "C", "C", "C", "C", "C", "C", "C", "H", "H", "H", "H", "H", "H", "H", "H", "H", "H", "H", "H", "H", "H", "H", "O", "C", "O", "C", "C", "C", "C", "C", "C", "H", "H", "H", "H", "H"], "positions_angstrom": [[1.187, -2.884, -2.571], [-1.549, -3.758, -1.875], [0.772, -4.826, -2.829], [-0.714, -4.997, -3.084], [1.193, -5.532, -2.088], [1.256, -5.123, -3.773], [-1.061, -4.695, -4.088], [-1.013, -6.049, -2.889], [-2.043, -5.379, -0.941], [-2.859, -5.280, -0.206], [-1.135, -5.692, -0.407], [-2.309, -6.246, -1.583], [-3.365, -3.351, -2.317], [-4.109, -4.177, -2.394], [-3.407, -2.755, -3.248], [-3.691, -2.674, -1.501], [3.040, -3.193, -2.015], [3.544, -2.217, -2.021], [3.684, -3.872, -2.600], [3.164, -3.537, -0.975], [1.311, -2.812, -4.386], [0.569, -1.922, -4.506], [0.844, -3.668, -4.896], [2.331, -2.583, -4.719], [-0.199, -1.062, -3.247], [-2.066, -3.600, 1.609], [-2.084, -4.449, 2.623], [-0.874, -4.698, 3.491], [0.517, -4.984, 2.871], [0.583, -5.056, 1.374], [1.028, -3.991, 0.712], [0.315, -2.632, 0.581], [-0.997, -2.442, 1.423], [1.339, 0.115, -3.857], [-2.764, -3.537, 0.751], [-3.045, -4.947, 2.815], [-1.041, -5.563, 4.157], [-0.614, -3.819, 4.136], [1.118, -4.086, 3.160], [0.984, -5.918, 3.315], [0.412, -6.003, 0.869], [2.081, -3.907, 0.429], [0.170, -2.222, -0.452], [1.052, -1.888, 0.954], [-0.661, -2.003, 2.380], [-1.458, -1.596, 0.862], [1.210, 1.222, -3.719], [1.839, -0.380, -4.714], [1.628, -0.535, -2.881], [0.112, 1.367, -1.910], [-0.740, 0.855, -1.152], [-1.420, -0.320, -1.361], [-1.210, 1.635, 0.035], [-0.719, 1.533, 1.335], [-1.447, 2.151, 2.360], [-2.542, 2.974, 2.062], [-2.904, 3.144, 0.715], [-2.334, 2.356, -0.279], [0.234, 1.007, 1.479], [-1.180, 1.972, 3.397], [-3.153, 3.447, 2.859], [-3.638, 3.872, 0.387], [-2.679, 2.328, -1.324]], "s2": 6.034, "spin_multiplicity": 5, "homo_lumo_gap_ev": [5.620, 4.130], "total_charge": 2, "de_lowest_ev": 7.603}



Record 3
{"formula": "C33H31N2O", "method": "ωB97M-V/def2-TZVPD", "symbols": ["C", "C", "C", "N", "C", "N", "C", "C", "C", "C", "C", "C", "C", "C", "C", "H", "H", "H", "H", "H", "H", "H", "H", "H", "H", "H", "H", "H", "H", "H", "H", "C", "O", "C", "C", "C", "C", "C", "C", "C", "C", "C", "C", "C", "C", "C", "C", "C", "C", "C", "C", "C", "H", "H", "H", "H", "H", "H", "H", "H", "H", "H", "H", "H", "H", "H", "H"], "positions_angstrom": [[-0.332, -1.972, 2.994], [-1.160, -0.751, 2.740], [-0.578, 0.456, 2.340], [0.809, 0.565, 2.109], [1.552, -0.111, 1.166], [2.832, 0.201, 1.547], [4.065, -0.311, 1.025], [2.871, 1.081, 2.627], [1.608, 1.379, 2.928], [-1.325, 1.632, 2.246], [-0.647, 2.938, 1.990], [-2.723, 1.546, 2.327], [-3.346, 0.327, 2.620], [-4.836, 0.244, 2.578], [-2.557, -0.796, 2.904], [-0.990, -2.842, 3.137], [0.344, -2.198, 2.160], [0.283, -1.891, 3.906], [3.900, -0.974, 0.174], [4.723, 0.518, 0.715], [4.583, -0.851, 1.831], [3.796, 1.340, 3.106], [1.185, 2.039, 3.662], [-1.386, 3.679, 1.654], [-0.162, 3.353, 2.892], [0.120, 2.856, 1.205], [-3.334, 2.439, 2.137], [-5.178, -0.721, 2.954], [-5.288, 1.042, 3.173], [-5.193, 0.352, 1.547], [-3.050, -1.730, 3.205], [-5.591, 0.275, -1.782], [-4.586, -0.360, -0.962], [-3.252, -0.383, -1.241], [-2.495, -1.359, -0.536], [-1.127, -1.182, -0.398], [-0.399, -0.207, -1.120], [1.075, -0.193, -1.120], [1.857, 0.853, -1.795], [3.071, 0.268, -2.303], [3.819, 0.893, -3.314], [3.506, 2.213, -3.674], [2.349, 2.822, -3.154], [1.514, 2.145, -2.234], [3.064, -1.151, -1.964], [1.819, -1.447, -1.300], [1.396, -2.782, -1.238], [2.276, -3.809, -1.630], [3.498, -3.510, -2.255], [3.834, -2.173, -2.537], [-1.181, 0.599, -2.001], [-2.577, 0.561, -2.046], [-6.538, -0.100, -1.381], [-5.562, 1.366, -1.675], [-5.505, -0.001, -2.842], [-3.031, -2.193, -0.061], [-0.569, -1.836, 0.273], [4.590, 0.328, -3.848], [4.151, 2.758, -4.382], [2.069, 3.818, -3.529], [0.590, 2.620, -1.891], [0.371, -3.030, -0.957], [1.970, -4.855, -1.503], [4.164, -4.327, -2.570], [4.658, -1.920, -3.211], [-0.659, 1.223, -2.719], [-3.152, 1.237, -2.697]], "homo_lumo_gap_ev": 6.490, "total_charge": 1}



Record 4
{"formula": "C3H12N2O5", "method": "ωB97M-V/def2-TZVPD", "symbols": ["C", "N", "C", "C", "N", "O", "O", "H", "H", "H", "H", "H", "H", "H", "H", "O", "H", "H", "O", "H", "H", "O"], "positions_angstrom": [[-1.152, -1.809, 1.569], [-0.463, -0.898, 0.705], [0.309, -1.448, -0.324], [0.904, -0.416, -1.341], [1.840, 0.375, -0.859], [0.596, -0.443, -2.520], [-1.314, -1.562, 2.718], [-1.559, -2.719, 1.126], [0.033, -0.214, 1.288], [-0.266, -2.058, -1.054], [1.143, -2.099, -0.087], [2.375, 0.996, -1.452], [2.060, 0.547, 0.121], [2.482, 1.750, 2.124], [1.291, 2.008, 1.122], [1.604, 1.451, 1.843], [-0.913, 3.282, 0.299], [-0.272, 3.134, 1.639], [-0.044, 3.198, 0.707], [-2.423, -0.112, -1.786], [-1.403, -0.080, -2.868], [-2.325, 0.172, -2.691]], "s2": 0.762, "spin_multiplicity": 2, "homo_lumo_gap_ev": [10.916, 5.011], "total_charge": 1, "de_lowest_ev": 0.949}



Record 5
{"formula": "C24H60FN4O14PV", "method": "ωB97M-V/def2-TZVPD", "symbols": ["O", "V", "O", "F", "P", "O", "O", "O", "O", "C", "O", "C", "C", "N", "C", "C", "O", "C", "H", "H", "H", "H", "H", "H", "H", "H", "H", "H", "H", "H", "H", "H", "H", "C", "O", "C", "C", "N", "C", "C", "O", "C", "H", "H", "H", "H", "H", "H", "H", "H", "H", "H", "H", "H", "H", "H", "H", "C", "O", "C", "C", "N", "C", "C", "O", "C", "H", "H", "H", "H", "H", "H", "H", "H", "H", "H", "H", "H", "H", "H", "H", "C", "O", "C", "C", "N", "C", "C", "O", "C", "H", "H", "H", "H", "H", "H", "H", "H", "H", "H", "H", "H", "H", "H", "H"], "positions_angstrom": [[-16.673, -20.587, -3.571], [-18.079, -21.142, -3.013], [-19.097, -20.057, -2.414], [-19.027, -21.473, -4.630], [-17.479, -23.139, -1.357], [-18.326, -23.435, -0.066], [-18.329, -23.140, -2.699], [-16.286, -24.063, -1.562], [-17.064, -21.570, -1.387], [-23.018, -20.368, 2.671], [-23.470, -20.527, 1.350], [-22.445, -20.376, 0.352], [-21.448, -21.512, 0.406], [-20.256, -21.378, 1.198], [-19.511, -20.270, 0.651], [-18.070, -20.313, 1.140], [-17.996, -19.604, 2.431], [-18.243, -20.532, 3.503], [-22.610, -21.288, 3.079], [-23.879, -19.907, 3.244], [-22.229, -19.525, 2.686], [-22.043, -19.360, 0.323], [-23.001, -20.538, -0.619], [-21.168, -21.749, -0.640], [-22.030, -22.395, 0.800], [-19.716, -22.297, 1.134], [-19.922, -19.302, 0.842], [-19.389, -20.353, -0.450], [-17.464, -19.920, 0.351], [-17.744, -21.299, 1.353], [-18.522, -20.023, 4.424], [-17.293, -21.128, 3.649], [-19.057, -21.162, 3.234], [-18.095, -23.311, -7.379], [-18.434, -24.462, -6.653], [-17.575, -24.610, -5.505], [-18.076, -25.794, -4.581], [-16.968, -26.040, -3.637], [-17.383, -26.995, -2.575], [-17.116, -28.385, -3.085], [-17.964, -29.493, -2.784], [-19.234, -29.289, -3.305], [-18.130, -22.416, -6.730], [-18.777, -23.279, -8.279], [-17.035, -23.374, -7.806], [-17.587, -23.640, -4.957], [-16.522, -24.862, -5.760], [-18.270, -26.676, -5.199], [-19.031, -25.536, -4.052], [-16.754, -25.163, -3.150], [-18.423, -26.790, -2.329], [-16.771, -26.836, -1.666], [-16.123, -28.533, -2.820], [-17.134, -28.227, -4.174], [-19.775, -28.353, -2.948], [-19.833, -30.166, -3.030], [-19.294, -29.176, -4.415], [-13.362, -19.866, -3.984], [-12.693, -21.127, -4.005], [-13.403, -22.066, -4.734], [-12.586, -23.304, -4.903], [-11.288, -23.051, -5.592], [-11.374, -23.061, -7.023], [-9.978, -23.028, -7.605], [-9.207, -21.969, -7.053], [-7.973, -21.872, -7.715], [-13.027, -19.273, -3.119], [-14.429, -20.086, -3.837], [-13.190, -19.312, -4.938], [-13.560, -21.599, -5.763], [-14.388, -22.370, -4.282], [-13.093, -24.049, -5.476], [-12.400, -23.735, -3.916], [-11.043, -22.121, -5.326], [-11.952, -22.217, -7.387], [-11.857, -24.024, -7.333], [-10.055, -22.865, -8.685], [-9.422, -24.020, -7.395], [-7.318, -22.724, -7.454], [-7.408, -21.020, -7.412], [-8.240, -21.839, -8.742], [-14.503, -18.912, 2.956], [-13.783, -19.974, 2.399], [-14.522, -20.554, 1.287], [-14.599, -19.829, -0.029], [-15.285, -18.537, -0.045], [-15.833, -18.276, -1.384], [-16.800, -17.116, -1.378], [-16.075, -16.053, -0.627], [-16.918, -14.946, -0.654], [-15.560, -19.026, 2.694], [-14.161, -17.942, 2.630], [-14.260, -19.038, 4.017], [-15.584, -20.695, 1.649], [-14.064, -21.517, 1.130], [-15.185, -20.497, -0.690], [-13.566, -19.809, -0.425], [-14.780, -17.787, 0.363], [-16.393, -19.191, -1.739], [-15.023, -18.047, -2.049], [-17.702, -17.302, -0.820], [-16.972, -16.736, -2.404], [-16.634, -14.294, 0.141], [-17.942, -15.333, -0.550], [-16.902, -14.350, -1.621]], "homo_lumo_gap_ev": 4.108, "total_charge": -3}



Record 6
{"formula": "C4H18O4", "method": "ωB97M-V/def2-TZVPD", "symbols": ["C", "C", "C", "C", "H", "H", "H", "H", "H", "H", "H", "H", "H", "H", "O", "H", "H", "O", "H", "H", "O", "H", "H", "O", "H", "H"], "positions_angstrom": [[-0.219, -2.013, 1.216], [-0.982, -0.736, 1.095], [-1.316, -0.362, -0.361], [-2.134, 0.936, -0.484], [-0.500, -2.870, 0.593], [-0.292, -2.464, 2.205], [0.863, -2.055, 1.047], [-0.592, 0.114, 1.677], [-1.914, -0.737, 1.687], [-0.309, -0.343, -0.802], [-1.809, -1.210, -0.837], [-2.592, 0.932, -1.461], [-1.428, 1.739, -0.303], [-2.811, 0.934, 0.370], [0.948, 2.626, -0.414], [0.767, 1.686, -0.332], [1.840, 2.588, -0.774], [0.119, -2.635, -2.273], [0.194, -2.065, -3.049], [0.031, -1.918, -1.620], [2.489, 0.571, -1.144], [3.293, 0.058, -1.014], [2.584, 0.643, -2.103], [1.013, 2.356, 2.559], [1.271, 1.450, 2.681], [1.487, 2.772, 1.840]], "homo_lumo_gap_ev": 10.839, "smiles": "CCCC.O.O.O.O", "de_lowest_ev": 1.080}



Record 7
{"formula": "C10H17N", "method": "ωB97M-V/def2-TZVPD", "symbols": ["N", "C", "C", "C", "C", "C", "C", "C", "C", "C", "C", "H", "H", "H", "H", "H", "H", "H", "H", "H", "H", "H", "H", "H", "H", "H", "H", "H"], "positions_angstrom": [[-2.197, 1.874, -0.746], [-1.484, 0.615, -0.612], [-0.437, 0.220, -1.667], [0.517, -0.914, -1.202], [1.802, -0.308, -0.479], [1.546, 0.221, 0.939], [0.812, -0.894, 1.754], [-0.516, -0.994, 1.034], [-0.349, -1.782, -0.254], [-0.891, 0.455, 0.742], [0.484, 1.271, 0.952], [-1.542, 2.650, -0.401], [-2.178, 1.960, -1.852], [-2.271, -0.149, -0.636], [-0.972, -0.007, -2.629], [0.069, 1.161, -1.962], [0.908, -1.431, -2.057], [2.537, -1.152, -0.342], [2.360, 0.401, -1.085], [2.538, 0.582, 1.351], [0.765, -0.409, 2.730], [1.369, -1.854, 1.848], [-1.248, -1.505, 1.741], [-1.333, -1.961, -0.705], [0.077, -2.717, 0.008], [-1.507, 0.805, 1.532], [0.418, 1.842, 1.878], [0.723, 2.020, 0.122]], "homo_lumo_gap_ev": 10.315, "smiles": "N[C@H]1C[C@H]2C[C@@H]3C[C@H](C2)[C@H]1C3", "de_lowest_ev": 1.441}



Record 8
{"formula": "C43H54CsNO6P4Te", "method": "ωB97M-V/def2-TZVPD", "symbols": ["Cs", "C", "C", "C", "O", "P", "O", "C", "P", "O", "O", "C", "C", "C", "O", "C", "C", "C", "O", "C", "C", "C", "H", "H", "H", "H", "H", "H", "H", "H", "H", "H", "H", "H", "H", "H", "H", "H", "H", "H", "H", "H", "H", "H", "H", "H", "H", "H", "H", "H", "H", "H", "Te", "C", "C", "C", "N", "C", "C", "C", "P", "C", "C", "C", "C", "C", "C", "C", "C", "C", "C", "C", "C", "P", "C", "C", "C", "C", "C", "C", "C", "C", "C", "C", "C", "C", "H", "H", "H", "H", "H", "H", "H", "H", "H", "H", "H", "H", "H", "H", "H", "H", "H", "H", "H", "H", "H", "H", "H", "H"], "positions_angstrom": [[-0.339, 0.289, 0.170], [-0.587, 1.977, -5.514], [-0.933, 1.846, -4.035], [-1.370, 0.438, -3.660], [0.240, 2.235, -3.288], [-0.001, 3.059, -1.946], [-0.834, 2.411, -0.936], [1.716, 3.420, -1.464], [2.529, 1.793, -1.564], [1.681, 0.692, -1.113], [3.830, 1.785, -0.645], [4.932, 2.692, -0.538], [4.662, 3.701, 0.574], [5.287, 3.397, -1.838], [3.006, 1.769, -3.086], [3.579, 0.561, -3.626], [2.489, -0.432, -3.996], [4.398, 0.977, -4.843], [-0.688, 4.439, -2.361], [-0.059, 5.370, -3.250], [-1.038, 5.745, -4.354], [0.377, 6.599, -2.460], [-1.486, 1.914, -6.119], [0.093, 1.184, -5.815], [-0.107, 2.935, -5.699], [-1.738, 2.549, -3.777], [-0.535, -0.254, -3.740], [-2.167, 0.115, -4.327], [-1.744, 0.425, -2.638], [1.699, 3.724, -0.419], [2.175, 4.185, -2.081], [5.769, 2.046, -0.240], [3.925, 4.438, 0.257], [5.585, 4.219, 0.824], [4.293, 3.187, 1.459], [4.461, 4.017, -2.181], [5.530, 2.678, -2.615], [6.154, 4.032, -1.668], [4.226, 0.111, -2.860], [1.839, 0.001, -4.753], [1.904, -0.679, -3.115], [2.939, -1.342, -4.384], [3.756, 1.493, -5.553], [4.822, 0.101, -5.324], [5.211, 1.643, -4.563], [0.817, 4.885, -3.704], [-1.929, 6.200, -3.929], [-1.334, 4.862, -4.915], [-0.561, 6.453, -5.026], [-0.496, 7.142, -2.109], [0.970, 7.250, -3.096], [0.968, 6.313, -1.592], [-3.085, -2.424, 2.478], [-3.575, -4.267, 3.391], [-4.873, -4.770, 3.337], [-5.152, -5.978, 3.946], [-4.248, -6.701, 4.591], [-3.015, -6.221, 4.644], [-2.628, -5.026, 4.069], [-0.934, -2.885, 2.244], [-0.264, -1.336, 2.889], [-0.798, -1.522, 4.642], [-1.892, -0.752, 5.045], [-2.463, -0.920, 6.293], [-1.944, -1.861, 7.169], [-0.842, -2.608, 6.791], [-0.272, -2.443, 5.538], [1.542, -1.683, 3.027], [2.087, -2.944, 3.260], [3.460, -3.117, 3.329], [4.309, -2.036, 3.144], [3.777, -0.779, 2.904], [2.406, -0.605, 2.859], [-1.171, -2.807, 0.440], [-1.996, -4.446, 0.303], [-3.251, -4.596, -0.278], [-3.863, -5.837, -0.299], [-3.229, -6.932, 0.267], [-1.989, -6.783, 0.865], [-1.370, -5.547, 0.874], [0.328, -3.354, -0.513], [1.617, -3.588, -0.055], [2.621, -3.938, -0.945], [2.359, -4.048, -2.300], [1.078, -3.799, -2.772], [0.080, -3.452, -1.883], [-5.643, -4.217, 2.819], [-6.156, -6.388, 3.927], [-2.309, -6.832, 5.194], [-1.611, -4.674, 4.154], [-2.296, -0.005, 4.366], [-3.328, -0.334, 6.579], [-2.387, -1.995, 8.146], [-0.437, -3.344, 7.468], [0.592, -3.030, 5.263], [1.423, -3.794, 3.353], [3.874, -4.100, 3.515], [5.382, -2.167, 3.188], [4.436, 0.067, 2.759], [1.993, 0.385, 2.679], [-3.748, -3.729, -0.706], [-4.845, -5.947, -0.742], [-3.704, -7.902, 0.250], [-1.505, -7.626, 1.339], [-0.398, -5.424, 1.332], [1.841, -3.510, 0.998], [3.620, -4.120, -0.571], [3.146, -4.332, -2.987], [0.864, -3.865, -3.832], [-0.933, -3.271, -2.235]], "homo_lumo_gap_ev": 5.398, "de_lowest_ev": 0.367}